{"formula": "C36H90N6O24S6", "method": "the ωB97M-V functional and the def2-TZVPD basis", "orbital_gap_ha": 0.333, "smiles": "CCOS(C)(=O)=O.CCOS(C)(=O)=O.CCOS(C)(=O)=O.CCOS(C)(=O)=O.CCOS(C)(=O)=O.CCOS(C)(=O)=O.CNC(C)=O.CNC(C)=O.CNC(C)=O.CNC(C)=O.CNC(C)=O.CNC(C)=O", "fmax_ev_per_a": 4.1, "energy_ev": -161881.5898, "relative_energy_ev": 0.557, "symbols": ["C", "C", "O", "S", "C", "O", "O", "H", "H", "H", "H", "H", "H", "H", "H", "C", "C", "O", "S", "C", "O", "O", "H", "H", "H", "H", "H", "H", "H", "H", "C", "C", "O", "S", "C", "O", "O", "H", "H", "H", "H", "H", "H", "H", "H", "C", "C", "O", "S", "C", "O", "O", "H", "H", "H", "H", "H", "H", "H", "H", "C", "C", "O", "S", "C", "O", "O", "H", "H", "H", "H", "H", "H", "H", "H", "C", "C", "O", "S", "C", "O", "O", "H", "H", "H", "H", "H", "H", "H", "H", "C", "N", "C", "C", "O", "H", "H", "H", "H", "H", "H", "H", "C", "N", "C", "C", "O", "H", "H", "H", "H", "H", "H", "H", "C", "N", "C", "C", "O", "H", "H", "H", "H", "H", "H", "H", "C", "N", "C", "C", "O", "H", "H", "H", "H", "H", "H", "H", "C", "N", "C", "C", "O", "H", "H", "H", "H", "H", "H", "H", "C", "N", "C", "C", "O", "H", "H", "H", "H", "H", "H", "H"], "coordinates": [[1.74529, 3.15231, 4.45687], [2.18125, 1.90646, 3.61788], [3.07519, 2.54706, 2.69134], [3.90527, 1.62138, 1.72991], [3.03117, 1.51254, 0.15441], [5.17485, 2.24353, 1.42895], [3.90799, 0.27611, 2.33659], [2.70168, 3.64557, 4.72874], [1.25342, 2.85286, 5.36992], [1.05633, 3.87037, 3.96301], [2.71772, 1.16955, 4.18790], [1.41115, 1.36199, 3.11231], [3.27896, 2.43990, -0.30878], [1.96136, 1.35491, 0.18251], [3.55080, 0.72634, -0.34135], [1.29301, -1.95845, 7.64044], [-0.23815, -1.96575, 7.57466], [-0.66461, -1.76908, 6.24690], [-2.14020, -2.05131, 5.72402], [-2.72569, -0.37570, 5.61423], [-2.04488, -2.54118, 4.37184], [-2.97187, -2.71200, 6.70768], [1.78428, -2.73145, 6.98858], [1.47284, -2.11452, 8.68834], [1.69074, -1.01531, 7.28704], [-0.60917, -2.96088, 7.93113], [-0.68591, -1.13334, 8.16021], [-1.97989, 0.29572, 5.17333], [-2.96289, -0.01021, 6.63610], [-3.63216, -0.41737, 5.06367], [-1.97721, 5.72087, 0.89692], [-1.66424, 4.70367, 1.91079], [-2.75773, 4.54367, 2.93313], [-2.69051, 3.55338, 4.08599], [-2.19933, 4.72795, 5.33030], [-4.01982, 3.05947, 4.40394], [-1.59357, 2.65033, 3.92324], [-0.96267, 5.95919, 0.44158], [-2.37958, 6.68221, 1.31522], [-2.65024, 5.38461, 0.10587], [-1.47647, 3.72309, 1.52882], [-0.76284, 4.93521, 2.46537], [-1.60581, 4.16701, 6.04329], [-3.07639, 5.04491, 5.85995], [-1.57971, 5.54422, 4.84052], [-6.17865, 2.29727, 0.51203], [-6.84141, 1.58591, -0.65020], [-6.21283, 0.41545, -1.22699], [-4.91984, 0.64107, -2.06451], [-4.98886, -0.90608, -2.99496], [-4.97558, 1.66352, -3.00544], [-3.81563, 0.66001, -1.18377], [-6.84868, 3.08230, 0.74693], [-5.23872, 2.70091, 0.31903], [-6.01598, 1.68713, 1.40305], [-7.72924, 1.12260, -0.29182], [-6.91920, 2.34530, -1.36966], [-5.00696, -1.79713, -2.36889], [-3.98272, -0.85292, -3.44823], [-5.88511, -0.86035, -3.63469], [3.98866, -2.83073, 4.02479], [4.12206, -3.84777, 2.95103], [4.78022, -5.07687, 3.47107], [3.98240, -6.27089, 4.06483], [3.77444, -7.19727, 2.51337], [4.86586, -6.97290, 4.95800], [2.69747, -5.80033, 4.47519], [4.99168, -2.76292, 4.59490], [3.20939, -3.13140, 4.71675], [3.88067, -1.83754, 3.60217], [3.21046, -4.16531, 2.44937], [4.70166, -3.53563, 2.15307], [4.77557, -7.24353, 2.08456], [3.12509, -6.63168, 1.80203], [3.44373, -8.21481, 2.78293], [-2.85352, -2.30832, -0.40284], [-1.99514, -3.01318, 0.64219], [-1.62882, -4.30840, 0.02128], [-0.42306, -5.14709, 0.70433], [-1.30189, -5.78438, 2.15972], [-0.09971, -6.24016, -0.23495], [0.61893, -4.24206, 1.12245], [-2.37887, -1.72960, -1.18113], [-3.59905, -1.68115, 0.10704], [-3.39731, -3.11124, -0.87986], [-1.08040, -2.59812, 0.98026], [-2.62287, -3.17757, 1.46041], [-1.71351, -4.97784, 2.82174], [-0.65012, -6.29838, 2.79119], [-2.09417, -6.45072, 1.72212], [3.39262, -0.10612, -7.04360], [2.84389, -1.47092, -6.78846], [3.58478, -2.40841, -6.16024], [2.82820, -3.76545, -5.92275], [4.77312, -2.16824, -5.83925], [3.78849, 0.19921, -6.10375], [2.65287, 0.56581, -7.38830], [4.19524, -0.25746, -7.78422], [1.86352, -1.44825, -6.54956], [2.31905, -4.07010, -6.83605], [2.12462, -3.75184, -5.09662], [3.52184, -4.57528, -5.83811], [-0.14573, -3.38297, -3.00034], [0.29253, -1.95738, -2.86854], [0.41837, -1.13529, -3.92930], [0.98991, 0.27011, -3.58997], [0.33447, -1.51179, -5.09228], [0.65614, -4.09638, -2.78382], [-0.53645, -3.57903, -3.97185], [-0.84956, -3.64321, -2.22146], [0.32565, -1.52197, -1.91879], [1.74905, 0.49391, -4.32342], [1.52005, 0.17515, -2.64432], [0.26519, 1.06321, -3.60893], [3.93582, -4.21127, -2.19955], [4.42548, -2.90064, -2.71866], [4.09404, -1.67951, -2.31732], [4.82345, -0.50257, -2.98386], [3.34768, -1.33578, -1.40711], [3.42893, -4.71316, -3.03765], [3.27563, -4.05058, -1.33018], [4.79963, -4.72762, -1.91025], [5.15548, -2.89130, -3.46222], [4.85114, 0.37308, -2.30651], [4.14832, -0.24479, -3.75535], [5.80522, -0.80744, -3.32439], [-3.82708, 5.29764, -2.67639], [-2.64459, 4.55742, -2.29308], [-1.41825, 5.08819, -2.38411], [-0.38184, 4.03185, -2.14227], [-1.25233, 6.23643, -2.79338], [-4.53688, 5.42868, -1.85847], [-4.09688, 4.82995, -3.67035], [-3.47672, 6.27675, -2.91578], [-2.59795, 3.55061, -2.12080], [-0.73490, 3.17590, -1.54377], [0.56745, 4.40511, -1.67015], [-0.23175, 3.69760, -3.16399], [-2.70453, 4.41081, -6.17614], [-1.79080, 5.47082, -6.01091], [-0.49258, 5.24991, -5.66377], [0.49213, 6.43180, -5.54633], [-0.08166, 4.08920, -5.48287], [-2.59343, 3.97685, -7.19637], [-3.71905, 4.74236, -6.16405], [-2.51616, 3.53904, -5.48865], [-1.92184, 6.42725, -6.17369], [-0.05645, 7.32533, -5.27666], [0.88102, 6.51911, -6.54281], [1.21222, 6.12657, -4.81788], [0.99723, -1.32918, 2.71273], [0.81822, -0.75518, 1.36983], [-0.23005, -0.14660, 0.74969], [-1.45060, 0.32611, 1.56623], [-0.12576, 0.07019, -0.46098], [1.84961, -0.96747, 3.25216], [0.97793, -2.37834, 2.87709], [0.08228, -1.05880, 3.33472], [1.54284, -1.07106, 0.72447], [-1.20336, 0.95959, 2.44126], [-2.10323, -0.44848, 1.94363], [-2.14312, 0.87130, 0.89563]]}